The following is a quantum chemistry calculation of a structure of composition C2H3ClO4S, from the OMol25 dataset.

```
11
Properties=species:S:1:pos:R:3:forces:R:3
C -0.284085 0.319015 -0.902440 1.5128 -4.0542 3.7144
C 0.885958 -1.795952 0.470533 0.3045 0.2708 0.1432
O 0.178261 0.060497 -1.931927 -0.7338 0.4251 0.5849
O 0.113865 2.704928 -0.551527 0.6439 0.3450 0.3980
O -2.251090 2.073374 -0.767665 1.8589 -1.0067 1.7128
O -0.073292 -0.749076 0.591545 -0.8584 2.1627 -4.1385
S -0.939725 1.836008 -0.166334 -2.3754 2.1313 -2.7784
Cl -1.004164 1.831528 1.812768 -0.1905 -0.5325 -0.1191
H 1.335340 -1.652843 1.469723 0.9538 -0.6221 -0.8096
H 1.545193 -1.821420 -0.443512 -0.2002 0.9764 1.0514
H 0.493739 -2.806057 0.418835 -0.9158 -0.0958 0.2409
```
Positions in Å, forces in eV/Å.

DFT total energy, Eh: -1237.2111
E_HOMO, eV: -10.49
Strongest force on any atom, eV/Å: 5.7
LUMO energy, eV: -1.050
Energy above the lowest of the compared OMol25 structures with the same formula, charge and spin, kJ/mol: 300.2

natural (NBO) atomic charge list, values in e, 8 entries: 0.5684 -0.2752 -0.4053 -0.8694 -0.8448 -0.6423 1.9772 -0.0660



The following is a quantum chemistry calculation of a structure of composition C2H3Br6Ca2F4O5P2Rb, from the OMol25 dataset.

```
25
Properties=species:S:1:pos:R:3:forces:R:3
Rb 3.963745 2.474832 1.282273 0.2880 0.3370 0.5556
Ca -1.065148 -0.642066 2.232807 -0.6327 2.0702 -0.1722
Ca 0.654361 -3.151884 0.668120 -0.6134 0.3310 -2.0661
O -1.343351 -2.151691 0.619991 1.2141 -0.7107 1.1166
H -1.978626 -2.085180 -0.106492 0.2224 -0.0951 0.0741
O 2.771451 1.283636 3.543617 0.4246 0.2183 -0.7006
P 1.483521 1.051699 4.198212 -0.0073 -0.0284 -0.1996
O 0.270975 0.733474 3.372658 -0.6316 -0.8263 -0.1976
F 1.109944 2.195703 5.139731 -0.1644 0.4750 0.3278
F 1.612920 -0.105573 5.208669 0.0636 -0.5547 0.4978
O 0.136741 0.429425 0.617037 -0.4125 -0.3597 -0.0462
P 1.132034 0.013067 -0.380889 0.6197 -0.3219 0.3834
O 1.498853 -1.426641 -0.573247 -0.1557 -0.4599 1.0252
F 2.432350 0.812126 -0.044935 0.1851 -0.2759 -0.2400
F 0.886644 0.583990 -1.766733 -0.4425 0.5098 -0.8775
C -0.386626 -2.121096 -3.387681 -0.1400 0.2919 -0.0703
Br -2.000280 -1.382201 -2.640932 -0.1361 0.0744 -0.0350
Br -0.499095 -2.370915 -5.260511 -0.0556 0.0318 -0.2142
Br 0.048964 -3.809025 -2.554891 0.2043 -0.4015 0.5094
H 0.398015 -1.410506 -3.180263 0.1848 -0.1369 0.0996
C -2.121193 2.141310 -1.446949 0.0470 0.1175 0.0899
Br -3.172189 2.423130 -3.009823 -0.0597 -0.0319 -0.0122
Br -3.179580 1.339749 -0.027601 -0.1905 -0.2186 0.2131
Br -1.297153 3.756382 -0.824345 0.0894 -0.0488 -0.0177
H -1.357278 1.418255 -1.677823 0.0991 0.0134 -0.0432
```
Positions in Å, forces in eV/Å.

DFT total energy, Eh: -18359.8121
Net charge: +2
E_HOMO, eV: -14.85
Strongest force on any atom, eV/Å: 2.2
LUMO energy, eV: -8.061

natural (NBO) atomic charge list, values in e, 8 entries: 0.9960 1.8791 1.8637 -1.4377 0.5228 -1.1940 2.6521 -1.3141



The following is a quantum chemistry calculation of a cluster of 6 separate species, C18H48O18S6 in total, from the OMol25 dataset.

```
90
Properties=species:S:1:pos:R:3:forces:R:3
O -18.111564 15.372072 21.801870 -1.0972 -1.9529 -1.8456
S -18.748980 14.281697 21.085067 -0.0168 -1.5288 5.1692
O -20.108433 13.842091 21.483870 3.1644 0.9201 -1.8573
O -18.837804 14.847572 19.490908 -0.7492 -0.3132 -1.6969
C -19.634038 14.166048 18.575095 -1.3749 1.3732 0.4051
C -20.266145 15.143666 17.615522 1.1815 0.9563 -0.9976
C -17.490068 12.806026 20.868760 -0.4422 0.9517 -0.8063
H -20.338999 13.454323 19.004720 0.0763 -0.1884 0.7357
H -18.958067 13.512444 18.023757 0.9003 -0.5416 -0.6098
H -20.500308 16.110500 18.061041 -0.5170 -0.3894 0.5639
H -21.059942 14.758681 16.975396 -0.0825 -0.3526 0.4764
H -19.499422 15.479318 16.917257 0.2078 -0.1101 -0.3945
H -17.460596 12.353171 19.877725 -0.6411 0.5006 -0.4156
H -17.718130 11.948621 21.501960 -0.2379 0.7111 0.6974
H -16.518781 13.293058 20.955391 -0.1400 0.0744 0.6154
O -16.291377 16.354888 12.574011 -0.6830 -0.2449 -0.6603
S -16.987335 16.163817 11.317361 0.2924 -1.2468 -1.8073
O -16.377062 15.281649 10.268374 -2.2409 2.2660 3.1063
O -18.573202 15.697542 11.620021 1.4828 0.4603 0.8050
C -19.208255 16.407859 12.752613 -1.2523 0.2487 -1.3230
C -19.111817 15.796361 14.093422 1.3950 -1.2235 0.8105
C -17.357601 17.799975 10.584963 1.0786 -1.7351 -0.1384
H -20.275229 16.421251 12.530141 -0.0028 -0.1972 -0.6299
H -18.982664 17.474225 12.761990 0.6708 -0.0767 -0.0199
H -19.623815 16.419749 14.826460 0.0096 0.0903 -0.0737
H -18.069241 15.631488 14.365349 0.2225 0.5011 0.2714
H -19.489183 14.774841 14.140428 -0.5787 0.0711 -0.2860
H -16.501270 18.389529 10.912429 -0.5337 0.4876 0.1217
H -18.378267 18.072020 10.853909 0.4651 0.3621 -0.0720
H -17.219348 17.572751 9.527913 -0.4131 0.3547 -0.0653
O -15.080784 17.246774 21.352176 -0.2148 -1.1185 -2.2468
S -14.978485 16.575340 20.056708 -0.1768 2.1007 1.3895
O -15.474913 15.216239 19.927429 0.3900 0.8235 -0.3077
O -15.760121 17.547562 18.961775 0.4846 -0.2380 2.5247
C -16.186628 16.974641 17.755826 -0.1832 -0.3752 -1.1286
C -17.157771 17.921872 17.037993 1.2823 -0.0100 1.8018
C -13.288694 16.803894 19.539321 0.7067 -0.2471 -0.2586
H -16.723350 16.058465 18.002095 0.3485 -0.4357 -0.3277
H -15.269309 16.833630 17.184226 -0.2495 -0.5810 -0.4966
H -16.677793 18.895072 17.140914 -0.1091 0.2409 -0.7903
H -18.004577 17.999663 17.719869 -0.4853 -0.1844 -0.6389
H -17.332914 17.588406 16.015140 -0.2621 0.2532 0.2075
H -12.604872 16.372907 20.270584 -0.3957 -0.4248 0.1303
H -12.991111 17.852407 19.526417 -0.7482 0.1987 0.0209
H -13.058192 16.391125 18.557187 -0.3420 -0.1742 0.0059
O -21.292942 18.851256 14.428639 0.9796 1.6255 0.3174
S -20.537838 20.004830 14.906726 0.1605 2.3229 0.2026
O -21.163625 21.313988 15.250637 0.8455 -3.4171 -0.4505
O -19.621926 19.466854 16.184204 -0.1369 0.2853 -1.3167
C -20.226300 19.595974 17.452114 -2.1755 0.1345 0.8136
C -21.595731 18.954836 17.487896 -0.3897 -0.4539 -0.1690
C -19.094278 20.455279 13.854865 -1.4723 -0.9519 0.2067
H -20.458555 20.638277 17.670704 0.9548 0.2122 0.2160
H -19.687058 19.051300 18.227139 0.8573 0.6878 -0.3278
H -22.204784 19.306021 16.654926 -0.1982 -0.1565 0.2670
H -22.107618 19.193259 18.420220 0.0664 0.0562 0.0174
H -21.492433 17.871485 17.426426 -0.2538 -0.1057 -0.1824
H -18.755355 21.440329 14.175668 0.3170 -0.4953 0.3773
H -19.420472 20.553031 12.819426 -0.2676 -0.1915 0.0831
H -18.475369 19.565358 13.969260 0.6292 0.5423 -0.0522
O -10.725182 18.256366 16.968348 -0.2632 0.3322 -1.1978
S -11.129901 18.005967 15.610921 -1.5672 -0.9210 -2.5146
O -12.111771 16.928810 15.337911 1.5618 2.0422 0.6855
O -11.738473 19.434785 14.848141 1.5776 -2.0964 1.5854
C -12.954054 19.311136 14.117036 -1.4843 -0.5283 0.2932
C -14.160833 19.286545 15.059602 -0.1561 0.6067 0.5592
C -9.699447 17.665043 14.482323 -0.1612 0.2315 0.8620
H -13.068176 18.372930 13.574036 0.8695 0.1989 -0.5663
H -12.971879 20.205741 13.494570 0.0909 -0.2822 -0.1671
H -13.758869 19.650624 16.005099 -0.4450 0.0201 0.2890
H -14.644308 18.320962 15.207927 0.5229 -0.2452 -0.0800
H -14.979786 19.941246 14.761607 0.1889 0.3066 -0.1728
H -9.947472 17.860953 13.439158 -0.3628 0.0905 0.2885
H -9.447015 16.611674 14.603922 -0.2512 0.0202 0.1497
H -8.832116 18.253769 14.781059 -0.2412 0.1641 0.0796
O -12.876127 21.533932 22.376516 0.3134 -0.5871 -0.5931
S -14.268993 21.775868 22.372300 -2.7882 -0.0898 -0.9755
O -14.719585 23.121281 22.692785 -0.0518 -1.9384 -0.2718
O -14.937257 21.340307 20.803109 3.3137 -0.3157 1.4209
C -16.261078 21.712479 20.512017 -0.8329 -0.9409 2.5904
C -16.366147 23.113706 20.115546 -0.2134 1.7357 -0.2321
C -15.113636 20.449891 23.386897 -0.7667 0.1800 0.2632
H -16.704589 21.515105 21.487954 -1.2792 0.0881 -0.1876
H -16.736142 21.058613 19.780666 0.6439 -0.4514 0.0394
H -15.334688 23.466067 20.120080 -0.1544 0.3900 -0.9535
H -16.844401 23.784700 20.829088 -0.2233 -0.3225 0.1824
H -16.936412 23.167428 19.188175 0.5400 0.5313 -0.2470
H -14.527816 20.117736 24.243971 0.4108 0.6208 -0.1603
H -15.446105 19.526305 22.913030 0.8486 0.1733 -1.0866
H -16.084160 20.782388 23.755186 0.2542 0.8359 0.1510
```
Positions in Å, forces in eV/Å.

DFT total energy, Eh: -4457.4302
Net charge: +1
Multiplicity: 2
E_HOMO (spin up / spin down), eV: -12.40 / -12.40
Strongest force on any atom, eV/Å: 5.4
<S²>: 0.755
LUMO energy (spin up / spin down), eV: -3.155 / -10.195
Energy above the lowest of the compared OMol25 structures with the same formula, charge and spin, kJ/mol: 216.9

Mulliken atomic charge list, values in e, 8 entries: -0.4429 1.1409 -0.5385 0.0310 -0.4396 -0.5532 -0.8616 0.6473



The following is a quantum chemistry calculation of a cluster of 2 separate species, C2H5BrSi in total, from the OMol25 dataset.

```
9
Properties=species:S:1:pos:R:3:forces:R:3
C -2.182026 -0.639914 -0.733885 0.4103 -1.0011 -0.5285
C -0.905113 -0.826801 -1.054426 -2.8044 -0.7212 -1.2004
Si 1.544599 0.172002 0.229496 -0.7072 1.0611 1.3220
Br -0.274643 -1.989676 -2.356093 0.3766 0.0555 0.2459
H -3.130409 -1.189995 -0.974122 1.4187 -0.0456 -0.2575
H -2.412597 0.147764 -0.095777 -0.1260 1.5417 1.2487
H 2.206344 -0.528792 1.254042 0.9583 -0.9317 0.8878
H 2.155123 -0.100689 -1.074551 0.0471 0.6773 -0.2205
H 1.108358 1.447147 1.041533 0.4265 -0.6359 -1.4974
```
Positions in Å, forces in eV/Å.

DFT total energy, Eh: -2942.4688
Multiplicity: 3
E_HOMO (spin up / spin down), eV: -6.69 / -9.83
Strongest force on any atom, eV/Å: 3.1
<S²>: 2.012
LUMO energy (spin up / spin down), eV: 0.783 / -2.259
Energy above the lowest of the compared OMol25 structures with the same formula, charge and spin, kJ/mol: 247.3

natural (NBO) atomic charge list, values in e, 8 entries: -0.5391 -0.0421 0.4635 0.1238 0.2334 0.2192 -0.1928 -0.1372



The following is a quantum chemistry calculation of a structure of composition C18H24N2NaO4, from the OMol25 dataset.

```
49
Properties=species:S:1:pos:R:3:forces:R:3
C -1.035480 -1.888784 -3.496903 -1.1560 1.0896 -0.7603
C -1.183623 -1.119171 -4.830586 -0.3025 -0.7593 1.1112
H -1.217482 -2.942550 -3.690273 0.0104 -0.0654 0.0381
H -1.928688 -1.497733 -2.866587 1.6413 -0.8240 -0.6379
C -1.227069 0.252830 -4.749614 0.4650 0.2794 -0.1324
C -0.928831 0.837185 -3.502131 -1.0774 0.4903 0.2699
H -1.234931 0.365471 -2.549101 0.2042 0.5831 -0.9172
H -0.722304 1.912331 -3.503417 -0.0278 -0.3686 0.3271
C -1.296497 -1.773759 -6.178303 0.4663 0.0025 -0.7435
H -1.019674 -2.830077 -6.230577 -0.1135 0.1291 0.3828
H -0.604730 -1.245133 -6.855850 0.0176 -0.2387 0.1703
H -2.248824 -1.660280 -6.736717 0.1057 0.0211 0.8295
C -1.508862 1.076636 -6.012828 0.1561 0.0045 0.3405
H -2.491813 0.826666 -6.428680 0.0647 -0.1043 0.2813
H -0.808879 0.885449 -6.832913 0.1192 0.0661 0.2699
H -1.534892 2.147602 -5.809114 0.1569 -0.0713 0.0640
Na -0.203397 -0.399454 2.650600 -0.0322 0.0103 -0.1615
O 0.273708 -0.775395 0.332764 -0.0554 0.5022 -1.1516
C 0.828966 -0.159105 -0.606775 0.1480 -0.8914 1.8007
O 0.842364 1.499216 2.023720 1.5782 -0.8006 -1.7995
C 1.689016 1.514018 1.124497 -0.9515 0.8159 -0.2574
O 2.713966 2.395353 1.197029 -0.3577 -0.6076 -0.2846
N 1.748692 0.881267 -0.156761 -0.6278 -0.1515 0.7109
C 3.536922 2.337633 0.005725 0.2631 0.2734 1.0514
C 2.787470 1.522227 -0.980303 -1.7831 -0.5795 -0.6090
H 4.461345 1.853421 0.277844 0.4331 0.1092 0.1426
H 3.688013 3.357401 -0.321496 0.2349 0.0908 0.0097
H 3.377538 0.764458 -1.487053 0.1158 0.1059 -0.0902
H 2.261918 2.161159 -1.689059 0.2605 -0.0289 -0.4007
C 0.762489 -0.521345 -2.003236 -0.0817 0.3144 -0.3076
C 0.311922 -1.804252 -2.664353 0.6715 -1.5399 1.4623
H 1.368190 0.069694 -2.648382 0.5879 0.4054 -0.2647
H 0.152426 -2.655183 -1.910931 0.3142 1.4463 -0.6317
H 1.242010 -2.146562 -3.221123 -1.4679 0.3201 0.0103
O 0.988657 -1.578029 4.298453 0.1240 -0.3119 -0.7525
C 1.080488 -0.758259 5.468791 0.2448 -0.6952 -0.2151
C -0.297623 -0.266858 5.839672 0.0520 0.9244 0.8497
C -0.638630 -0.204592 7.208230 0.0999 -0.7107 -1.0753
C -1.936219 0.154389 7.554990 0.4949 0.3407 -0.1334
C -2.791905 0.593233 6.543532 0.4812 -0.3888 -0.3391
C -2.327273 0.601167 5.221317 0.0660 -0.0147 0.8896
N -1.095799 0.188823 4.873586 -0.5107 -0.3352 -0.0753
H 1.839149 -2.015156 4.100248 -0.5625 0.4148 0.3845
H 1.427929 -1.400663 6.277985 0.2139 0.2887 0.1760
H 1.806745 0.033511 5.255334 -0.2531 0.2001 0.3696
H 0.125416 -0.557436 7.902291 -0.5024 0.1715 0.1234
H -2.233585 0.123211 8.599188 -0.1151 0.0719 -0.1971
H -3.806983 0.884815 6.765504 -0.0306 0.0779 -0.0360
H -2.991369 0.960614 4.441751 0.2178 -0.0620 -0.0918
```
Positions in Å, forces in eV/Å.

DFT total energy, Eh: -1272.8286
Net charge: +1
E_HOMO (spin up / spin down), eV: -10.03 / -11.08
Strongest force on any atom, eV/Å: 2.5
LUMO energy (spin up / spin down), eV: -4.102 / -3.153

natural (NBO) atomic charge list, values in e, 8 entries: -0.4438 0.1598 0.2332 0.2336 -0.1101 -0.2768 0.2233 0.2062



Q: Among the records above, which one has the lowest strongest force on any atom?
A: C2H3Br6Ca2F4O5P2Rb